C42H35N4P2Ti as an isolated structure at a distorted geometry. Source: the Open Molecules 2025 dataset; level of theory: wB97M-V/def2-TZVPD.

Geometry as XYZ:
```
84
Properties=species:S:1:pos:R:3:forces:R:3
Ti 0.01520 -0.31370 -1.16090 -0.045 -0.039 -0.702
C 2.53540 1.63260 -0.40130 -0.386 -0.167 0.164
P 2.38230 0.19200 -1.55700 1.457 0.896 -0.662
C 3.75690 -0.96220 -1.38280 -0.749 -0.094 0.081
C 4.76680 -1.10910 -2.32970 -0.162 0.094 0.023
C 5.71370 -2.10540 -2.15070 -0.003 0.067 -0.061
C 5.63380 -2.95540 -1.05850 -0.050 -0.005 -0.008
C 4.61700 -2.81210 -0.12190 -0.037 -0.015 0.056
C 3.67060 -1.81870 -0.28020 -0.003 0.126 -0.020
C 2.25150 0.84940 -3.24220 -0.154 -0.392 0.340
C 1.08800 0.45640 -3.91690 0.112 -0.107 0.668
C 0.85390 0.86830 -5.21430 -0.300 -0.061 -0.099
C 1.79420 1.67310 -5.84840 -0.145 -0.124 0.129
C 2.95070 2.06390 -5.19000 0.046 0.049 0.078
C 3.18740 1.65650 -3.88530 -0.164 -0.037 0.137
C 1.15280 2.22650 -0.37040 0.961 1.046 0.124
C 0.70950 3.51710 -0.35230 0.279 -0.819 -0.039
C -0.72030 3.48060 -0.37140 -0.236 -0.791 -0.062
C -1.09570 2.16920 -0.39760 -1.020 1.043 0.096
C -2.44180 1.50240 -0.39890 0.443 -0.058 0.334
P -2.37130 0.09660 -1.62640 -1.834 0.394 0.110
C -3.04820 -1.40560 -0.84630 0.339 0.131 -0.255
C -3.17190 -2.51890 -1.68630 -0.064 0.201 -0.053
C -3.54010 -3.74420 -1.16310 -0.004 0.025 -0.064
C -3.77210 -3.87190 0.19900 -0.023 0.047 0.009
C -3.63190 -2.77670 1.03710 -0.020 -0.019 0.046
C -3.25920 -1.54480 0.52440 -0.058 0.202 -0.008
C -3.44130 0.62750 -2.98420 0.641 -0.174 -0.142
C -2.85780 1.44290 -3.95680 0.127 -0.077 0.150
C -3.64350 1.95360 -4.97260 -0.025 0.074 -0.057
C -5.00000 1.65850 -5.01350 0.065 -0.039 0.036
C -5.57490 0.85060 -4.04250 -0.030 -0.009 0.021
C -4.80120 0.32410 -3.02140 0.189 -0.059 0.141
N 0.04770 1.36810 -0.41040 0.284 -0.324 0.276
H 3.28800 2.35590 -0.74010 -0.154 -0.239 0.015
H 2.83890 1.25790 0.59000 0.003 0.043 -0.297
H 4.79950 -0.46170 -3.19460 0.077 -0.030 -0.062
H 6.50360 -2.22810 -2.87630 0.058 0.002 -0.033
H 6.35800 -3.74790 -0.94580 0.079 -0.029 0.042
H 4.55670 -3.48450 0.71820 0.041 -0.072 0.130
H 2.85930 -1.69250 0.43880 0.213 -0.121 -0.048
H 0.35250 -0.22260 -3.39480 0.270 0.289 -0.617
H -0.04550 0.56910 -5.73300 -0.033 -0.022 -0.051
H 1.61290 1.99610 -6.86170 0.010 0.023 -0.096
H 3.66530 2.69750 -5.69450 0.066 0.006 -0.017
H 4.08620 1.96520 -3.37050 0.080 0.059 0.007
H 1.31010 4.40570 -0.33130 0.202 0.115 -0.005
H -1.36520 4.33710 -0.38850 -0.229 0.117 0.061
H -3.23260 2.20770 -0.67470 0.105 -0.253 -0.069
H -2.66880 1.11510 0.60430 -0.030 0.089 -0.267
H -3.01050 -2.40490 -2.75400 -0.012 -0.082 -0.003
H -3.65580 -4.59390 -1.81660 -0.033 -0.109 -0.085
H -4.07890 -4.82370 0.60240 -0.039 -0.119 0.065
H -3.82240 -2.87630 2.09460 -0.048 -0.004 0.103
H -3.16370 -0.70490 1.20230 -0.031 -0.046 -0.038
H -1.79740 1.68230 -3.89490 -0.121 0.013 -0.118
H -3.20670 2.58280 -5.73280 0.041 0.066 -0.049
H -5.61200 2.05990 -5.80680 -0.045 0.028 -0.059
H -6.63110 0.63010 -4.08060 -0.062 -0.021 0.009
H -5.24460 -0.30280 -2.26060 -0.074 -0.058 0.013
N -0.07980 -7.04480 1.26310 -0.015 -0.021 0.147
C -0.04400 -8.30920 0.75570 0.097 0.112 -0.907
C -0.14000 -9.57380 1.31360 -0.029 -0.569 0.172
C -0.07000 -10.65040 0.44830 -0.029 0.462 0.404
C 0.09880 -10.49380 -0.94870 0.037 0.191 -0.284
C 0.19810 -9.25620 -1.52010 -0.026 -0.241 0.070
C 0.12110 -8.14090 -0.66530 -0.107 -0.200 0.925
N 0.17340 -6.84370 -0.95570 0.022 0.305 -0.131
C 0.05450 -6.18080 0.20020 0.002 -0.075 -0.252
C 0.06680 -4.76820 0.16730 0.043 0.140 -0.240
C 0.21640 -4.20160 -1.12930 0.071 0.448 -0.276
C 0.21720 -2.85570 -1.28980 0.105 -0.394 -0.348
N 0.08470 -1.98380 -0.24520 0.079 -0.443 0.592
C -0.03830 -2.50770 0.99680 0.016 -0.227 0.892
C -0.05160 -3.85730 1.24310 0.077 0.354 -0.132
H -0.17190 -6.80520 2.23790 0.003 -0.036 -0.041
H -0.26520 -9.71420 2.37360 -0.023 -0.097 0.171
H -0.14620 -11.65200 0.84720 0.000 -0.008 0.056
H 0.14730 -11.38010 -1.56370 0.011 -0.023 -0.040
H 0.32860 -9.10810 -2.57850 0.013 -0.051 -0.164
H 0.32790 -4.88090 -1.95980 0.005 0.118 -0.124
H 0.34720 -2.41900 -2.29900 -0.051 -0.157 0.234
H -0.11830 -1.78150 1.80700 -0.028 -0.258 -0.176
H -0.14910 -4.20180 2.25990 -0.034 0.040 0.134
```
Positions in Å, forces in eV/Å.

Computed properties:
Net charge: +3
HOMO-LUMO gap (spin up / spin down) (eV): 4.9 / 4.9
Highest occupied orbital energy (spin up / spin down) (eV): -15.2 / -15.2


A 7-piece molecular cluster, C42H35N7O14 overall at a distorted geometry. Source: the Open Molecules 2025 dataset; level of theory: wB97M-V/def2-TZVPD.

Geometry as XYZ:
```
98
Properties=species:S:1:pos:R:3:forces:R:3
O 9.62866 16.05122 11.88247 0.031 -0.205 0.002
N 10.73672 15.60376 12.10553 0.580 0.499 0.254
O 11.25854 14.67513 11.52170 -0.317 -0.162 -0.167
C 11.55873 16.24573 13.13863 1.285 -0.216 0.833
C 11.16187 17.40269 13.76164 -0.900 0.663 -0.181
C 11.90112 17.97642 14.79634 -0.464 0.202 -0.557
C 13.09524 17.39438 15.17688 0.172 -0.249 0.038
C 13.50031 16.20320 14.58059 -0.557 0.209 -0.793
C 12.75402 15.63387 13.54544 -0.407 -0.395 0.339
H 10.25496 17.89319 13.41558 0.068 -0.146 0.162
H 11.48002 18.88968 15.22227 0.488 -0.271 0.081
H 13.74298 17.80648 15.93908 -0.237 0.143 0.140
H 14.39954 15.73636 14.93938 0.153 -0.210 -0.040
H 12.97736 14.63842 13.16662 0.255 0.302 -0.131
O 10.89509 7.30315 13.41519 -0.930 2.316 1.916
N 10.85073 8.25608 14.23973 0.139 -2.360 -0.847
O 11.81330 8.95544 14.47833 -0.392 0.115 -0.174
C 9.62864 8.44799 15.14268 0.429 0.454 -0.685
C 9.85145 9.21178 16.27356 -0.657 -0.353 0.418
C 8.79325 9.33484 17.18389 -1.562 -0.631 -0.078
C 7.50288 8.73776 16.95617 1.542 0.394 -0.766
C 7.34323 8.03713 15.75529 0.386 0.525 0.341
C 8.38060 7.92944 14.84552 1.067 -0.699 0.062
H 10.85248 9.59437 16.41262 -0.251 0.269 0.333
H 8.86934 9.86605 18.11685 0.500 0.276 0.077
H 6.66469 8.85245 17.65946 0.661 -0.056 -0.283
H 6.44584 7.54477 15.46612 -0.797 -0.161 0.157
H 8.28587 7.30249 13.98283 -0.141 -0.053 -0.509
O 12.97500 10.83347 22.02994 -0.406 -0.547 -0.157
N 12.37754 9.81461 21.70132 0.675 0.910 -0.560
O 11.75634 9.11026 22.46341 -0.057 -0.182 -0.370
C 12.48198 9.44770 20.23769 -0.643 -1.738 0.644
C 13.03868 10.31567 19.34082 0.236 -0.381 -0.737
C 13.20454 9.87461 18.00516 -0.072 0.344 1.493
C 12.89641 8.57048 17.69146 -0.414 0.033 -1.697
C 12.28646 7.70669 18.57020 -0.192 1.134 1.189
C 12.05724 8.15844 19.85572 0.186 -0.124 0.742
H 13.37728 11.25397 19.72193 0.089 0.617 -0.199
H 13.54496 10.56422 17.25669 0.323 0.096 -0.121
H 12.96802 8.25075 16.65578 0.321 0.081 0.030
H 11.88400 6.76840 18.28451 0.067 -0.793 -0.340
H 11.62242 7.45183 20.56176 -0.010 0.544 0.095
O 8.79727 8.92823 11.16896 -0.179 -0.196 -0.310
N 9.25749 10.03625 11.30461 -0.050 0.519 0.262
O 9.87391 10.40017 12.29744 0.004 -0.079 -0.372
C 8.98344 11.06334 10.26799 -0.039 0.091 -0.686
C 8.10907 10.84020 9.21344 -0.530 -0.634 -0.872
C 7.78734 11.86791 8.31128 1.385 -0.061 0.604
C 8.38610 13.10960 8.47667 -0.998 1.211 1.000
C 9.21345 13.34803 9.57818 -0.165 -0.634 -0.537
C 9.56422 12.30619 10.40093 0.438 -0.093 1.083
H 7.66920 9.86751 9.00234 0.148 0.062 0.488
H 7.17879 11.71099 7.44237 -0.409 -0.320 -0.018
H 7.99108 13.98481 7.94201 0.516 -0.537 -0.227
H 9.59016 14.29517 9.89503 0.111 0.609 -0.477
H 10.25349 12.49770 11.21608 -0.146 -0.081 -0.033
O 14.34767 13.21088 17.50150 0.017 -0.378 -0.099
N 13.54559 14.07684 17.19968 0.314 -0.717 -0.124
O 13.60968 15.20742 17.62390 -0.447 0.435 -0.119
C 12.48111 13.69406 16.26342 -1.335 -0.936 -1.297
C 11.33413 14.46819 16.20300 0.582 -0.175 0.213
C 10.28256 14.15482 15.32530 -0.007 0.545 1.318
C 10.34802 13.04204 14.53593 0.774 -1.067 -0.887
C 11.51418 12.25729 14.57038 0.067 -0.128 -0.512
C 12.54871 12.54225 15.41097 1.307 1.159 1.757
H 11.31134 15.29945 16.88746 -0.360 0.324 -0.080
H 9.40319 14.77898 15.41415 -0.094 -0.013 -0.358
H 9.59768 12.68632 13.83053 -0.184 0.549 0.288
H 11.69975 11.42069 13.89796 -0.579 0.106 0.112
H 13.42755 11.90043 15.43978 -0.136 0.197 -0.070
O 7.05498 13.20085 17.63553 0.014 -0.781 -0.367
N 6.79148 13.83470 16.64286 0.317 1.217 -0.853
O 6.45004 15.00838 16.66672 -0.097 -0.260 -0.028
C 6.94564 13.26496 15.25504 0.159 -0.654 -0.401
C 7.29748 11.93812 15.09361 -1.157 -0.861 -0.643
C 7.27189 11.30139 13.81983 0.139 0.797 -0.063
C 7.00972 12.08680 12.66785 0.191 0.354 1.738
C 6.77461 13.46684 12.87072 -0.371 -0.281 -0.766
C 6.70741 14.05560 14.12994 0.375 -0.900 0.330
H 7.35012 11.32596 15.97127 0.448 -0.203 0.308
H 7.47968 10.21489 13.77041 -0.186 0.877 -0.041
H 6.99346 11.69201 11.65172 -0.079 -0.003 0.455
H 6.54406 14.06270 11.97474 0.253 -0.106 0.580
H 6.49492 15.07930 14.29346 -0.277 0.848 -0.188
O 15.50906 11.43604 14.19394 0.242 1.245 0.455
N 15.42110 12.50398 13.60416 -0.324 -1.050 -1.773
O 14.81635 12.58782 12.52502 0.566 0.520 1.333
C 16.12438 13.73738 14.08806 -1.048 -1.127 -0.939
C 16.27373 14.77683 13.20070 -0.374 0.348 -0.709
C 16.87472 15.91241 13.68638 -0.116 0.412 0.433
C 17.24586 16.03686 15.02481 0.350 -0.221 -0.260
C 17.10344 14.96861 15.89473 -0.358 0.080 -1.519
C 16.52047 13.79612 15.37494 1.050 0.071 2.645
H 15.84620 14.72326 12.19397 0.399 -0.086 0.427
H 16.99997 16.77876 13.07757 0.038 0.322 -0.586
H 17.70612 16.96803 15.33093 -0.060 -0.050 0.185
H 17.47405 15.07912 16.88810 -0.099 -0.354 0.626
H 16.43614 12.95951 16.06099 -0.248 -0.103 -0.383
```
Positions in Å, forces in eV/Å.

Computed properties:
Net charge: 0
HOMO-LUMO gap (eV): 9.0
SMILES: O=[N+]([O-])c1ccccc1.O=[N+]([O-])c1ccccc1.O=[N+]([O-])c1ccccc1.O=[N+]([O-])c1ccccc1.O=[N+]([O-])c1ccccc1.O=[N+]([O-])c1ccccc1.O=[N+]([O-])c1ccccc1
Highest occupied orbital energy (eV): -9.8